Here is a molecular structure, C14H15Cl5IrS2 in a non-equilibrium geometry from the OMol25 dataset. Energies are from ωB97M-V/def2-TZVPD.

Cartesian coordinates (Å):
Ir 0.258546 0.385935 0.282740
Cl -0.023162 -2.617928 0.242454
C 1.645847 -2.244316 -0.031736
C 1.928479 -0.886221 -0.186133
C 3.266268 -0.563379 -0.417371
Cl 3.683924 1.094680 -0.627934
C 4.267780 -1.530772 -0.476414
Cl 5.900946 -1.090126 -0.767312
C 3.940047 -2.873049 -0.293597
Cl 5.165473 -4.071427 -0.315990
C 2.610531 -3.238568 -0.073414
Cl 2.197803 -4.886110 0.159384
C -1.508362 4.693920 -0.454736
C -1.262357 3.215208 -0.444835
S 0.386206 2.774769 -0.637188
C -2.291430 2.304218 -0.346598
C -3.706648 2.700256 -0.061683
S -2.083607 0.612499 -0.604627
H -0.583555 5.217550 -0.688764
H -1.865279 5.033494 0.517909
H -2.256121 4.953341 -1.203560
H -3.894646 3.747597 -0.274379
H -3.910345 2.522151 0.996044
H -4.389260 2.078067 -0.637429
C 0.820311 -0.630889 4.103450
C 0.783696 0.729434 3.408672
C 0.648134 1.861545 4.435268
C -0.350164 0.820862 2.397612
H 1.625525 -0.661451 4.832354
H 0.981926 -1.424470 3.379130
H -0.115123 -0.826253 4.621742
H 1.745184 0.870704 2.892379
H -0.327203 1.828692 4.915793
H 0.755406 2.831708 3.955602
H 1.411650 1.782577 5.203235
H -0.766749 1.832694 2.381521
H -1.149752 0.108549 2.620797

Cartesian forces, eV/Å:
Ir -2.29 1.71 -0.71
Cl -0.26 0.18 0.25
C 0.15 0.56 -0.10
C -0.10 0.63 0.52
C -0.35 0.18 -0.01
Cl 0.03 0.17 0.02
C -0.05 -0.08 -0.04
Cl 0.04 0.06 0.00
C -0.11 0.07 0.05
Cl 0.01 -0.04 -0.03
C 0.08 0.02 -0.04
Cl -0.14 -0.07 0.01
C 0.01 0.08 0.16
C -1.68 -1.08 -0.02
S 0.61 -3.19 1.24
C 1.12 1.40 -0.58
C 0.04 -0.04 0.11
S 2.56 -0.54 1.39
H -0.03 0.15 0.02
H 0.04 0.13 0.04
H 0.02 0.07 -0.03
H -0.07 0.08 -0.06
H -0.15 0.02 0.03
H -0.14 0.06 -0.02
C 0.10 0.23 -0.25
C 0.32 -0.02 -0.04
C 0.01 -0.07 -0.27
C 0.33 -0.37 -1.26
H 0.11 -0.06 0.08
H 0.01 -0.20 -0.09
H -0.16 -0.01 0.08
H -0.10 0.02 0.04
H -0.14 -0.03 0.10
H -0.02 0.12 -0.06
H 0.11 -0.05 0.12
H 0.04 -0.10 -0.48
H 0.06 0.03 -0.17

- Spin multiplicity: 2
- HOMO-LUMO gap (spin up / spin down): 5.744 / 5.853 eV
- HOMO (spin up / spin down): -7.597 / -7.596 eV
- LUMO energy (spin up / spin down): -1.9 / -1.7 eV
- Total charge: 0
- Calculated total energy: -101880.4368 eV

Results of the natural (NBO) charge analysis, in e, for atoms 1 through 5:
1 Ir 0.7795
2 Cl 0.0663
3 C -0.0718
4 C -0.3262
5 C -0.0578